Formula: C60H68N8O16
Source: OMol25
Level of theory: ωB97M-V/def2-TZVPD

Max |F| in eV/A: 5.380
Multiplicity: 2
E_LUMO (spin up / spin down) in eV: -4.59 / -8.91
⟨S²⟩: 0.77
Orbital gap (spin up / spin down) in eV: 7.08 / 2.76
M in g/mol: 1157.2
Total charge: +1

Last column: Löwdin spin population.
Geometry (Å):
C -1.92644 1.92759 0.61648  0.0022
C -0.87857 2.85290 0.65059  0.0356
C 0.42091 2.40373 0.87419  0.0015
C 0.62539 1.04719 1.02886  0.0264
C -0.40459 0.12244 0.90341  0.0576
C -1.71188 0.56326 0.66818  0.0205
N 2.03349 0.56522 1.05127  0.0000
O 2.78868 1.16914 1.87093  0.0050
O 2.31673 -0.44493 0.41327  0.0029
H -2.89183 2.38130 0.44748  -0.0003
H -1.14289 3.90003 0.64283  0.0015
H 1.21736 3.10333 1.08068  -0.0003
H -0.30311 -0.93513 1.09740  -0.0002
H -2.51268 -0.16075 0.69837  0.0001
C -2.34628 5.58868 -1.44315  0.0001
C -2.07862 4.65757 -2.45879  0.0003
C -1.69785 5.08494 -3.72039  0.0001
C -1.44577 6.46663 -3.89646  0.0001
C -1.69479 7.39422 -2.93410  0.0001
C -2.14339 6.94726 -1.67704  0.0000
N -0.95323 6.91411 -5.28591  0.0000
O -1.02346 8.14446 -5.61282  0.0000
O -0.43304 6.11336 -6.05973  0.0000
H -2.78450 5.29042 -0.50219  0.0000
H -2.14152 3.61573 -2.18130  0.0001
H -1.36749 4.36414 -4.45367  0.0000
H -1.56342 8.44668 -3.13773  0.0000
H -2.50106 7.62809 -0.91879  0.0000
C 4.24472 -4.04965 -0.63831  0.0000
C 3.86994 -5.35528 -0.61875  0.0000
C 2.90556 -5.83336 0.23984  0.0000
C 2.41384 -4.94904 1.26614  0.0001
C 2.79933 -3.58146 1.23440  0.0001
C 3.74113 -3.19070 0.31862  0.0001
N 1.40929 -5.45439 2.21616  0.0000
O 0.99327 -6.59315 2.06503  0.0000
O 1.03284 -4.59841 3.06320  0.0008
H 4.86910 -3.64888 -1.42313  0.0000
H 4.28804 -6.00738 -1.37132  0.0000
H 2.53694 -6.83537 0.07710  0.0000
H 2.35994 -2.77702 1.80555  0.0001
H 3.98761 -2.14019 0.27323  0.0000
C -9.26457 0.82379 -2.35472  0.0000
C -8.35823 -0.19185 -2.66610  0.0000
C -7.00749 0.01267 -2.39808  0.0000
C -6.63207 1.19721 -1.70470  0.0000
C -7.58457 2.17708 -1.40604  0.0000
C -8.87049 2.02189 -1.84191  0.0000
N -5.21472 1.35336 -1.39192  0.0000
O -4.48120 0.34490 -1.46019  0.0000
O -4.83621 2.36817 -0.95432  0.0000
H -10.29460 0.72136 -2.66287  0.0000
H -8.70385 -1.06080 -3.20637  0.0000
H -6.33105 -0.74921 -2.75639  0.0000
H -7.25021 3.07838 -0.91382  0.0000
H -9.59080 2.79003 -1.60206  0.0000
C 2.65037 4.00446 -2.89626  0.0000
C 2.67687 3.90737 -1.50975  0.0000
C 3.44382 2.88033 -0.93549  0.0000
C 4.24206 2.01253 -1.75094  0.0000
C 4.09424 2.11239 -3.16943  0.0001
C 3.34209 3.15733 -3.71678  0.0000
N 5.27149 1.17708 -1.12912  0.0000
O 5.89672 0.47568 -1.88166  0.0000
O 5.52250 1.17174 0.05517  0.0000
H 1.92194 4.64146 -3.37584  0.0000
H 2.09687 4.59111 -0.90768  0.0000
H 3.47494 2.78846 0.14014  0.0000
H 4.75116 1.56578 -3.82979  0.0000
H 3.23910 3.26146 -4.78680  0.0000
C -0.32805 -1.86291 4.17952  0.0199
C -1.21927 -0.86994 3.97448  0.1179
C -0.83022 0.46250 4.27648  0.2763
C 0.43967 0.67965 4.85200  0.0500
C 1.26554 -0.36862 5.11124  0.1116
C 0.87161 -1.65804 4.85075  0.2410
N 0.79646 2.07471 5.10026  0.0010
O -0.04786 2.84942 5.25163  0.0151
O 1.99370 2.38557 5.15483  -0.0097
H -0.61370 -2.87149 3.91959  -0.0020
H -2.17137 -1.10452 3.52182  0.0019
H -1.43237 1.34940 4.14525  0.0089
H 2.16451 -0.19871 5.68517  0.0025
H 1.53390 -2.50659 4.93864  0.0087
C 3.09994 -1.82958 -4.24206  0.0000
C 2.53528 -1.46850 -3.01790  0.0000
C 1.52050 -0.51970 -2.93249  0.0001
C 1.20594 0.28137 -4.06016  0.0000
C 1.87866 -0.03018 -5.27346  0.0000
C 2.81062 -1.07876 -5.33880  0.0000
N 0.22920 1.46801 -3.88180  0.0000
O -0.38101 1.49070 -2.89375  0.0001
O 0.01492 2.24666 -4.83354  0.0000
H 3.94289 -2.50376 -4.27810  0.0000
H 2.82955 -1.93235 -2.08803  0.0000
H 1.26264 -0.13460 -1.95698  0.0001
H 1.68732 0.57341 -6.14837  0.0000
H 3.35635 -1.20216 -6.26257  0.0000
C -1.18181 -2.57461 -1.67907  0.0005
C -1.70043 -2.54701 -2.96823  0.0001
C -1.24286 -3.52472 -3.83694  0.0000
C -0.16230 -4.33260 -3.55423  0.0001
C 0.40111 -4.22130 -2.29860  0.0000
C -0.14176 -3.33829 -1.32984  0.0001
N 0.26272 -5.42056 -4.45195  0.0000
O -0.31441 -5.51862 -5.54773  0.0000
O 1.13426 -6.21150 -4.05114  0.0000
H -1.48560 -1.83865 -0.94936  0.0003
H -2.42997 -1.82361 -3.30120  0.0000
H -1.87019 -3.71052 -4.69620  0.0000
H 1.26998 -4.72437 -1.90063  0.0000
H 0.35937 -3.23157 -0.37911  0.0000
C 10.05145 -4.60963 2.32394  0.0000
C 8.97116 -3.57709 2.64419  0.0000
C 8.11436 -3.19475 1.39792  0.0001
C 7.31669 -1.83802 1.60863  0.0002
C 6.18664 -2.01236 2.68414  0.0002
C 5.36442 -0.72810 2.96153  0.0005
H 10.64760 -4.23786 1.49058  0.0000
H 9.74932 -5.64392 2.15941  0.0000
H 10.68775 -4.55111 3.20701  0.0000
H 8.33920 -3.83626 3.49364  0.0000
H 9.48005 -2.68825 3.01715  0.0000
H 7.38199 -3.93142 1.06766  0.0000
H 8.67357 -2.92838 0.50101  0.0000
H 7.92979 -0.97804 1.87815  0.0000
H 6.94452 -1.40984 0.67791  0.0000
H 5.47484 -2.75938 2.33282  0.0000
H 6.59085 -2.40842 3.61572  0.0000
H 5.02982 -0.34200 1.99868  0.0000
H 4.41254 -1.00804 3.41283  0.0002
H 5.91616 0.05876 3.47585  0.0000
C -5.22438 -0.81034 1.95628  -0.0001
C -5.09665 0.39480 2.97195  0.0000
C -6.32391 1.25368 3.04632  0.0000
C -7.41291 0.63744 3.85725  0.0000
C -8.73121 1.41928 3.98586  0.0000
C -8.55573 2.85647 4.64646  0.0000
H -5.45522 -0.45531 0.95190  0.0000
H -6.03289 -1.45024 2.30973  0.0000
H -4.23522 -1.26822 1.95330  -0.0001
H -4.82999 -0.00058 3.95207  0.0000
H -4.27317 1.00012 2.59306  -0.0001
H -6.67140 1.47366 2.03688  0.0000
H -5.94138 2.15911 3.51747  0.0000
H -7.68404 -0.30855 3.38856  0.0000
H -7.00091 0.42324 4.84341  0.0000
H -9.28214 1.55142 3.05467  0.0000
H -9.37567 0.72686 4.52745  0.0000
H -8.12701 3.61397 3.99034  0.0000
H -9.53374 3.26199 4.90558  0.0000
H -7.90033 2.67073 5.49737  0.0000